Formula: C20H21Br2Cl3N3O6TeTi
Source: the Open Molecules 2025 dataset
Level of theory: ωB97M-V/def2-TZVPD

The calculated total energy comes out at -245902.9949 eV. The energy above the lowest of the compared OMol25 structures with the same formula, charge and spin is 20.6 kcal/mol. The net charge is -1.

Positions of all 57 atoms, in Å:
C (-0.117, -2.663, 0.067)
Br (-2.136, 7.222, -1.406)
H (-0.082, -3.670, -0.350)
O (-0.891, 1.798, 0.882)
H (1.450, 1.152, -3.745)
H (-3.097, 0.493, 1.294)
C (-1.762, 5.506, -0.693)
H (2.298, -2.496, 4.858)
C (-2.951, -0.458, 0.780)
C (0.339, 1.149, -3.657)
H (-0.497, -1.808, -1.676)
C (-1.157, 4.519, -1.509)
C (-0.777, 4.649, -2.868)
C (3.700, -0.816, -1.126)
C (-1.486, -2.369, 0.645)
C (-3.020, -0.200, -0.722)
H (-0.036, 1.223, -4.679)
H (0.012, 0.207, -3.223)
O (-4.073, -0.177, -1.314)
H (-1.717, 0.088, 2.901)
C (-2.103, 5.243, 0.603)
H (2.619, -4.115, 4.191)
H (-2.574, 6.001, 1.212)
H (4.482, -4.560, 1.717)
C (-1.201, -0.775, 2.482)
C (3.032, -3.122, 4.355)
N (-1.614, -0.965, 1.092)
H (0.693, -2.558, 0.786)
C (0.289, -0.476, 2.536)
H (-1.426, -1.645, 3.105)
C (-1.835, 3.979, 1.164)
Br (-2.313, 3.632, 2.956)
C (-0.117, 2.314, -2.873)
H (-3.750, -1.144, 1.074)
C (-0.911, 3.274, -0.925)
O (0.151, -1.701, -0.965)
Te (3.461, -2.161, 2.498)
N (1.588, 0.533, -0.981)
O (0.892, -0.528, 3.585)
C (4.937, -3.595, 1.923)
O (0.796, -0.159, 1.381)
H (-1.719, -3.053, 1.468)
H (-2.233, -2.540, -0.134)
Cl (5.148, -0.312, -0.356)
H (0.025, 3.636, -4.561)
Ti (-0.200, 0.413, -0.217)
O (-1.841, 0.002, -1.260)
H (-0.907, 5.596, -3.373)
C (-0.271, 3.572, -3.524)
Cl (3.766, -2.218, -2.117)
N (-0.398, 2.209, -1.589)
H (3.936, -3.187, 4.955)
Cl (3.642, 1.335, -4.156)
H (5.688, -3.688, 2.705)
H (5.402, -3.214, 1.015)
C (2.595, -0.107, -1.056)
C (-1.220, 3.000, 0.427)

***

Formula: C20H21BrCoN3
Source: the Open Molecules 2025 dataset
Level of theory: ωB97M-V/def2-TZVPD

The calculated total energy comes out at -133203.7823 eV. The net charge is +2.

Positions of all 46 atoms, in Å:
C (0.187, -0.188, 4.844)
H (-2.340, 1.033, 2.964)
H (-1.739, -0.431, -1.202)
C (0.903, 0.114, 2.539)
H (2.755, -1.012, 5.175)
H (4.455, -1.207, 3.415)
C (1.209, -0.270, 3.866)
C (0.008, 3.099, 0.719)
C (-3.642, 2.526, 0.684)
H (0.817, 3.338, 0.036)
C (-1.062, 0.242, 4.497)
H (0.408, -0.476, 5.864)
H (-0.868, 3.357, -1.894)
H (3.895, -0.661, 1.053)
C (-2.861, 2.638, -1.607)
H (-1.846, 0.295, 5.240)
H (-1.561, -1.581, 1.374)
N (-1.990, -0.288, -0.228)
C (-1.349, 3.238, 0.212)
H (-5.336, -2.701, 0.031)
H (-3.580, -2.791, 1.504)
C (-3.576, -1.916, 0.859)
N (-5.523, 0.433, -1.229)
C (2.516, -0.739, 4.155)
Co (-0.726, 1.289, 0.481)
H (-2.877, 0.209, -0.234)
H (-4.061, -2.813, -0.999)
H (-3.047, 2.498, -2.664)
H (0.206, 3.409, 1.739)
C (1.909, -0.068, 1.578)
H (-1.741, -2.385, -0.177)
C (3.462, -0.852, 3.177)
C (-3.844, 2.292, -0.674)
Br (1.311, 0.287, -0.209)
H (-2.224, 3.124, 2.181)
N (-4.502, -2.211, -0.301)
C (-1.342, 0.658, 3.171)
C (-1.636, 3.109, -1.172)
H (-4.849, -1.348, -0.767)
C (-2.149, -1.592, 0.454)
C (-2.401, 2.970, 1.124)
H (-4.428, 2.308, 1.396)
C (3.158, -0.530, 1.834)
H (-4.029, -1.090, 1.408)
C (-0.373, 0.633, 2.205)
C (-4.893, 1.375, -1.027)

***

Formula: C20H21Cl2N5OSc
Source: the Open Molecules 2025 dataset
Level of theory: ωB97M-V/def2-TZVPD

The calculated total energy comes out at -76301.6614 eV. The energy above the lowest of the compared OMol25 structures with the same formula, charge and spin is 6.5 kcal/mol. The net charge is +3.

Positions of all 50 atoms, in Å:
C (-2.071, 2.152, 1.065)
H (0.508, 1.449, 0.916)
Cl (-3.149, -0.254, -2.193)
H (3.916, -0.430, -0.961)
C (-0.346, -1.553, 4.190)
C (-0.972, -2.415, 3.303)
H (4.335, -4.222, 0.981)
H (0.447, -2.770, -0.011)
H (-0.964, 4.011, -4.212)
H (-1.222, 2.949, 2.704)
H (0.843, 1.917, 2.575)
H (-2.065, 2.297, -2.825)
C (1.018, 3.307, -3.759)
C (-2.879, -1.924, -2.725)
H (-3.700, 2.969, 2.176)
H (1.535, 4.055, -4.346)
H (-0.162, -1.838, 5.217)
H (2.816, 2.293, -3.078)
C (-3.284, 3.006, 1.169)
H (-2.568, -1.944, -3.764)
H (5.359, -2.224, -0.059)
C (3.705, -3.450, 0.559)
C (0.100, 1.452, 1.934)
N (1.222, -0.486, -1.026)
C (-0.198, 0.045, 2.410)
C (1.040, 1.390, -2.332)
C (4.282, -2.319, -0.014)
H (1.885, -4.500, 1.001)
N (-0.757, -0.812, 1.530)
C (2.086, -1.460, -0.494)
N (-1.111, 2.274, 1.960)
C (1.517, -2.623, 0.047)
H (-3.777, -2.508, -2.553)
C (-0.365, 3.286, -3.679)
N (1.789, 0.422, -1.700)
H (-4.039, 2.680, 0.460)
C (-0.986, 2.314, -2.907)
C (0.031, -0.299, 3.729)
Cl (-1.554, -2.541, -1.710)
C (2.321, -3.605, 0.581)
C (3.487, -1.322, -0.533)
H (-1.317, -3.390, 3.621)
C (-1.151, -2.012, 1.997)
H (0.502, 0.412, 4.397)
N (-0.314, 1.370, -2.242)
O (-1.932, 1.308, 0.122)
H (-1.633, -2.679, 1.292)
C (1.736, 2.341, -3.064)
H (-3.028, 4.047, 0.956)
Sc (-0.934, -0.169, -0.701)

***

Formula: C20H21F3IrN4OSSi
Source: the Open Molecules 2025 dataset
Level of theory: ωB97M-V/def2-TZVPD

The calculated total energy comes out at -58789.9019 eV. The energy above the lowest of the compared OMol25 structures with the same formula, charge and spin is 0.5 kcal/mol. The net charge is +1.

Positions of all 52 atoms, in Å:
C (2.190, -2.875, -0.258)
N (2.180, 0.605, 1.007)
F (-3.068, 4.900, 0.669)
H (5.931, 0.480, -1.966)
H (0.292, -4.087, 2.079)
H (-5.688, 2.665, -0.380)
C (4.334, 0.411, -3.401)
F (-2.950, 4.962, -1.490)
H (0.621, 0.560, 5.282)
H (2.557, 0.354, -4.608)
C (4.860, 0.479, -2.114)
H (-1.520, -4.216, -0.992)
H (-0.028, -5.149, -0.848)
N (-0.115, 0.626, 1.514)
O (-0.286, -1.399, -0.546)
H (4.408, 0.589, -0.015)
C (-3.576, 2.926, -0.495)
H (-3.283, -0.899, -0.485)
H (2.674, -2.176, 0.431)
H (-1.726, 0.585, 4.430)
H (0.343, -2.349, 2.365)
F (-4.880, 4.879, -0.514)
Ir (-0.266, 0.571, -0.404)
C (-0.437, -4.174, -1.124)
C (1.463, 0.590, 3.310)
C (-0.886, 0.594, 3.751)
C (-4.661, 0.773, -0.425)
H (-0.231, -4.010, -2.183)
C (-4.729, 2.166, -0.428)
C (-3.621, 4.432, -0.461)
C (2.961, 0.407, -3.607)
C (-1.126, 0.619, 2.390)
H (5.001, 0.359, -4.251)
S (-0.719, 2.875, -0.638)
C (1.163, 0.607, 1.964)
H (1.035, 0.466, -2.677)
C (-3.424, 0.174, -0.481)
C (2.644, 0.536, -1.238)
Si (0.326, -2.844, -0.074)
N (1.720, 0.569, -0.161)
C (0.419, 0.580, 4.220)
C (-0.094, -3.127, 1.730)
C (-2.349, 2.266, -0.566)
H (2.492, -2.612, -1.276)
H (2.585, -3.870, -0.041)
C (2.109, 0.470, -2.519)
H (-1.175, -3.126, 1.891)
H (-5.555, 0.169, -0.386)
H (2.501, 0.574, 3.610)
H (-2.124, 0.636, 1.981)
C (4.019, 0.542, -1.021)
N (-2.313, 0.916, -0.550)